[1]
This record from the OMol25 dataset describes 2 unconnected molecules or ions with the total composition H4O2 in a non-equilibrium geometry. The level of theory is the ωB97M-V functional and the def2-TZVPD basis.

HOMO level ... -11.436 eV
Gap between HOMO and LUMO ... 12.16 eV
Relative energy (zero: lowest compared OMol25 entry of this formula, charge and spin) ... 3.96 kcal per mole
SMILES ... O.O

Each line ends with the Mulliken charge.
Element x y z (Å)
H  1.585  -0.768  0.405  0.3180
H  2.240  0.559  0.304  0.3216
H  -2.253  0.785  -0.067  0.3174
H  -1.204  -0.289  -0.326  0.3322
O  1.768  -0.104  -0.224  -0.6367
O  -2.135  -0.182  -0.093  -0.6524

Atomic forces in eV per Å
-0.391 -1.385 1.016
-0.147 -0.095 -0.378
0.013 -0.615 -0.010
-0.049 -0.012 -0.021
0.466 1.455 -0.617
0.108 0.651 0.010

[2]
This record from the OMol25 dataset describes a molecular structure, C29H41AuN4O4STe in a non-equilibrium geometry. The level of theory is the ωB97M-V functional and the def2-TZVPD basis.

HOMO level (alpha / beta) ... -9.825 / -9.784 eV
Gap between HOMO and LUMO (alpha / beta) ... 4.94 / 4.90 eV
Relative energy (zero: lowest compared OMol25 entry of this formula, charge and spin) ... 74.32 kcal per mole
2S+1 ... 2
Net charge ... +1

Each line ends with the Mulliken charge.
Element x y z (Å)
Au  0.209  0.160  0.373  0.5909
C  -4.932  -1.207  1.722  -0.9925
N  -3.599  -0.800  2.132  0.1446
C  -3.254  -1.114  3.513  -0.9978
C  -2.726  -0.173  1.349  1.0193
O  -1.606  0.179  1.754  -0.8538
C  -3.130  0.130  -0.095  -1.1141
O  -2.013  0.761  -0.650  -0.0320
C  -2.032  1.123  -2.001  -1.0908
C  -0.657  1.747  -2.255  0.7359
O  0.156  1.839  -1.328  -0.6124
N  -0.389  2.165  -3.496  0.2114
C  0.903  2.778  -3.782  -0.8803
C  -1.375  2.192  -4.565  -1.0027
H  -5.088  -2.250  1.995  0.3435
H  -5.073  -1.107  0.650  0.3574
H  -5.687  -0.606  2.233  0.3336
H  -3.275  -2.194  3.662  0.3413
H  -3.971  -0.649  4.191  0.3465
H  -2.259  -0.742  3.730  0.2459
H  -4.001  0.795  -0.106  0.4557
H  -3.372  -0.793  -0.635  0.4410
H  -2.822  1.855  -2.204  0.4147
H  -2.186  0.248  -2.645  0.4679
H  1.523  2.709  -2.894  0.0701
H  0.774  3.828  -4.050  0.4152
H  1.387  2.255  -4.607  0.3610
H  -2.023  1.318  -4.534  0.3569
H  -0.851  2.194  -5.518  0.3465
H  -1.992  3.092  -4.509  0.3207
S  0.933  -1.485  2.141  -0.2401
C  0.914  -2.732  1.035  0.5927
N  0.860  -3.597  0.270  -0.5493
C  1.484  -1.552  -2.497  -1.1567
C  2.401  -1.178  -1.356  0.7818
O  3.575  -1.633  -1.303  -0.6942
N  2.014  -0.302  -0.437  0.2149
Te  3.541  -0.557  1.149  0.5169
C  5.042  -0.470  2.846  -0.5376
C  6.166  0.345  2.710  1.0688
C  6.434  1.140  1.460  -1.4366
C  7.075  0.390  3.763  -0.9030
C  6.899  -0.370  4.912  0.5905
C  7.885  -0.300  6.043  -1.5744
C  5.802  -1.222  4.986  -0.8783
C  4.873  -1.306  3.955  1.3483
C  3.730  -2.279  4.052  -1.3884
C  3.255  1.531  1.271  0.9492
C  3.604  2.312  0.165  0.8181
C  4.312  1.761  -1.044  -1.8684
C  3.329  3.675  0.206  -0.9488
C  2.717  4.266  1.300  0.7736
C  2.425  5.739  1.325  -1.7077
C  2.381  3.462  2.386  -1.0180
C  2.636  2.101  2.394  0.5881
C  2.238  1.271  3.584  -1.1613
H  2.064  -2.023  -3.288  0.4030
H  0.977  -0.662  -2.871  0.0319
H  0.743  -2.264  -2.129  0.2877
H  6.123  0.579  0.573  0.2249
H  7.497  1.359  1.370  0.4795
H  5.892  2.088  1.475  0.2864
H  7.952  1.023  3.671  0.3608
H  8.711  0.365  5.800  0.3508
H  8.287  -1.289  6.265  0.3672
H  7.397  0.068  6.947  0.3341
H  5.676  -1.852  5.861  0.4395
H  3.936  -3.037  4.805  0.4669
H  3.576  -2.780  3.094  0.2313
H  2.800  -1.775  4.327  0.2266
H  4.318  0.669  -1.056  0.1721
H  5.346  2.109  -1.064  0.3848
H  3.835  2.110  -1.960  0.3821
H  3.615  4.287  -0.643  0.3983
H  2.746  6.221  0.404  0.3842
H  2.939  6.214  2.161  0.3774
H  1.356  5.913  1.452  0.3694
H  1.903  3.910  3.250  0.4677
H  1.933  1.903  4.416  0.5524
H  3.072  0.646  3.912  0.0856
H  1.394  0.623  3.335  0.0113

Atomic forces in eV per Å
0.108 -0.287 -0.198
-0.128 0.035 -0.033
0.091 -0.012 0.093
0.065 0.016 0.067
-0.052 0.014 -0.044
-0.215 0.094 -0.038
0.096 0.051 -0.091
-0.117 0.101 0.027
0.009 0.001 0.029
0.039 -0.011 -0.008
-0.203 0.018 -0.232
0.127 -0.004 0.076
0.021 0.045 0.049
-0.149 0.042 0.078
0.025 -0.005 -0.045
-0.001 -0.019 0.020
0.024 0.013 -0.012
-0.030 0.004 -0.027
-0.011 0.001 -0.034
-0.003 0.011 0.006
-0.035 -0.056 -0.008
-0.039 0.000 0.037
0.003 -0.012 -0.040
0.006 0.030 -0.015
0.025 0.007 -0.001
-0.012 -0.013 -0.012
-0.040 0.000 -0.008
0.035 -0.003 -0.037
-0.009 -0.049 -0.005
0.011 -0.001 -0.041
0.918 0.627 0.323
-0.027 -0.739 -0.429
0.014 0.188 0.150
0.054 -0.177 0.290
0.388 -0.610 -0.920
-0.683 0.470 -0.516
-0.070 0.405 0.926
0.726 -0.186 0.014
-1.234 -0.259 0.342
-0.163 0.056 0.127
-0.116 0.072 0.144
-0.008 -0.124 -0.113
0.025 0.055 0.028
-0.095 0.000 -0.026
-0.043 -0.191 -0.049
0.376 0.253 0.144
0.125 0.203 0.072
0.079 0.071 -0.064
-0.045 -0.066 -0.167
-0.063 0.019 0.178
-0.005 -0.030 0.059
0.027 -0.031 -0.028
-0.003 -0.058 0.034
-0.061 0.071 -0.053
0.175 -0.216 0.137
0.061 0.105 0.014
-0.027 0.020 -0.002
-0.036 0.031 -0.021
-0.062 -0.011 -0.057
0.138 0.117 -0.041
0.011 -0.045 -0.064
0.066 -0.032 -0.052
0.011 -0.036 -0.009
0.028 -0.004 0.045
0.033 0.012 0.020
0.051 0.006 0.029
0.038 -0.004 0.007
-0.037 -0.036 -0.029
-0.068 -0.110 0.022
-0.033 -0.043 -0.003
0.083 0.055 -0.199
0.008 -0.020 -0.003
-0.052 -0.065 -0.022
-0.002 0.013 -0.002
0.006 0.023 0.000
-0.012 0.044 -0.005
-0.006 0.037 0.008
-0.009 -0.010 0.013
-0.003 0.012 0.001
-0.111 0.025 0.058
-0.011 0.111 0.136

[3]
This record from the OMol25 dataset describes a molecular structure, C6H12O in a non-equilibrium geometry. The level of theory is the ωB97M-V functional and the def2-TZVPD basis.

HOMO level ... -8.701 eV
Gap between HOMO and LUMO ... 9.81 eV
Relative energy (zero: lowest compared OMol25 entry of this formula, charge and spin) ... 59.23 kcal per mole

Each line ends with the Mulliken charge.
Element x y z (Å)
C  -2.490  0.274  -0.408  -0.7303
O  -1.461  0.234  0.572  -0.3792
C  -0.426  -0.699  0.257  -0.4761
C  0.291  -0.524  -1.162  -0.2998
C  1.697  -0.093  -0.719  -0.9567
C  1.092  -0.364  0.683  0.5619
C  1.114  0.855  1.544  -1.4891
H  -2.734  -0.728  -0.799  0.3351
H  -2.210  0.914  -1.255  0.2688
H  -3.403  0.691  0.034  0.2488
H  -0.907  -1.688  0.237  0.4271
H  0.323  -1.505  -1.624  0.2749
H  -0.251  0.241  -1.686  0.2076
H  1.991  0.951  -0.940  0.3025
H  2.556  -0.717  -1.035  0.2536
H  1.540  -1.269  1.081  0.3896
H  2.134  1.223  1.674  0.4097
H  0.519  1.640  1.060  0.3030
H  0.643  0.605  2.491  0.3486

Atomic forces in eV per Å
0.011 -0.006 -0.063
0.560 0.042 -0.078
1.693 0.436 -2.686
-1.189 -0.129 -0.718
-0.803 -0.231 0.404
-0.211 -0.127 1.195
0.054 0.116 0.490
0.121 0.132 0.137
-0.047 -0.137 0.089
0.372 -0.086 0.125
0.719 -0.075 0.883
-0.293 0.144 -0.651
-0.082 -0.015 -1.025
-0.476 -0.408 0.329
-0.724 0.037 0.261
0.124 0.121 0.617
-0.063 -0.033 0.198
0.159 -0.136 0.178
0.072 0.356 0.315